99
Properties=species:S:1:pos:R:3:forces:R:3:mulliken_charge:R:1 method="wB97M-V/def2-TZVPD" homo_ha="-0.3186 / -0.3187" largest_force_ha_per_bohr=0.0366 spin_multiplicity=5 s2=6.27
Fe 0.071 0.156 0.892 0.165 1.202 -0.126 1.3111
C -1.957 -4.867 0.490 0.157 0.094 -0.176 -1.4378
C -0.439 -4.914 0.568 -0.293 -0.145 0.466 0.6549
C 0.079 -4.329 1.872 0.135 0.014 -0.297 -1.1037
O 0.159 -4.277 -0.593 -0.026 0.410 -0.139 -0.2503
P 0.304 -2.746 -0.956 0.286 -0.966 -0.525 -0.7235
O 0.829 -1.895 0.132 -0.263 0.748 0.391 0.2557
C -1.207 -2.255 -1.847 0.330 0.401 0.284 -0.8388
P -1.073 -0.489 -2.152 -0.096 0.300 -0.480 -0.3539
O -0.340 0.238 -1.085 -0.007 0.080 0.407 0.9667
O -2.452 0.217 -2.380 0.137 -0.173 0.118 0.0588
C -3.344 -0.029 -3.491 -0.397 -0.081 -0.332 0.7579
C -3.798 1.327 -4.000 0.202 -0.084 0.162 -1.5758
C -4.510 -0.881 -3.020 0.204 0.077 0.124 -1.3866
O -0.304 -0.444 -3.540 -0.124 -0.117 0.219 -0.3569
C 0.111 0.856 -4.046 0.205 0.332 -0.225 1.0549
C -0.137 0.864 -5.543 -0.113 -0.115 0.217 -1.7241
C 1.572 1.093 -3.709 -0.175 -0.189 0.134 -0.7586
O 1.294 -2.824 -2.193 -0.114 0.102 0.095 -0.2446
C 2.702 -3.049 -1.915 0.402 -0.106 -0.064 0.9712
C 3.117 -4.325 -2.625 -0.233 0.109 0.080 -1.5722
C 3.481 -1.838 -2.390 -0.280 -0.033 0.091 -0.9066
H -2.378 -5.576 1.201 -0.005 0.005 0.030 0.5223
H -2.299 -5.139 -0.510 -0.014 -0.050 0.009 0.3144
H -2.327 -3.874 0.743 -0.050 -0.036 0.007 0.2593
H -0.104 -5.948 0.463 0.022 0.070 -0.016 0.3541
H -0.215 -3.284 1.957 -0.041 -0.017 0.131 -0.1048
H 1.167 -4.385 1.912 0.015 -0.008 0.046 0.4206
H -0.337 -4.894 2.706 -0.022 0.003 0.017 0.5392
H -2.097 -2.446 -1.251 0.026 0.002 0.082 0.3246
H -1.232 -2.811 -2.783 -0.003 0.003 -0.027 0.6924
H -2.792 -0.556 -4.277 0.048 0.036 0.034 0.2971
H -4.289 1.869 -3.192 -0.054 0.011 -0.012 0.3383
H -4.496 1.201 -4.826 -0.005 0.017 -0.022 0.4357
H -2.946 1.919 -4.338 -0.014 0.013 -0.044 0.3314
H -4.981 -0.410 -2.158 -0.033 -0.011 -0.004 0.2659
H -4.176 -1.873 -2.716 -0.039 -0.022 0.003 0.2602
H -5.240 -0.980 -3.823 0.000 -0.033 -0.021 0.5144
H -0.496 1.624 -3.555 -0.042 -0.031 -0.026 0.0616
H 0.469 0.090 -6.015 0.012 0.008 -0.039 0.3844
H 0.139 1.834 -5.956 0.004 0.005 -0.024 0.4080
H -1.185 0.667 -5.767 -0.011 0.047 -0.030 0.3732
H 2.207 0.440 -4.307 0.045 -0.015 0.001 0.4310
H 1.740 0.883 -2.653 0.048 0.031 0.020 -0.4116
H 1.835 2.133 -3.909 0.011 0.001 -0.047 0.4215
H 2.831 -3.155 -0.835 -0.024 -0.032 -0.009 0.1475
H 2.966 -4.208 -3.699 0.050 -0.028 -0.031 0.3014
H 2.511 -5.162 -2.281 0.032 -0.034 0.012 0.3182
H 4.167 -4.538 -2.431 0.020 -0.013 -0.012 0.4373
H 3.323 -1.705 -3.461 0.060 0.043 -0.028 0.2560
H 4.544 -1.975 -2.195 0.022 -0.008 -0.018 0.5138
H 3.133 -0.949 -1.864 0.029 0.051 0.011 -0.1486
O 1.971 1.107 0.092 -0.107 0.820 -0.421 -0.3302
N 2.501 2.203 -0.337 -0.086 -0.790 0.261 0.3680
C 3.838 2.297 -0.146 0.699 0.066 0.108 -0.5244
C 4.601 3.300 -0.681 -0.161 -0.135 0.089 -0.7233
C 3.990 4.291 -1.447 -0.195 0.206 -0.184 -0.3977
C 2.630 4.243 -1.597 0.542 0.101 0.083 -0.8260
C 1.846 3.224 -1.018 -0.885 0.081 -0.160 0.5210
S 0.166 3.320 -1.197 0.344 -0.377 0.290 -0.0971
H 4.255 1.497 0.446 -0.119 -0.051 -0.011 0.5392
H 5.667 3.308 -0.511 0.010 -0.083 0.076 0.4383
H 4.569 5.080 -1.905 0.006 0.012 0.025 0.4105
H 2.102 4.998 -2.157 -0.054 -0.021 0.017 0.4977
F -1.658 -1.650 0.889 -0.110 0.363 0.175 -0.7580
P -3.052 -0.817 1.335 -0.258 -0.347 -0.038 1.7880
F -2.242 -0.251 2.597 -0.115 0.055 0.062 -0.3789
F -3.756 -1.435 0.003 -0.035 0.011 0.050 -0.3093
F -2.508 0.417 0.432 -0.128 -0.042 0.220 -0.2975
F -4.361 -0.013 1.729 -0.075 0.034 -0.058 -0.3778
F -3.507 -2.108 2.169 0.002 0.009 0.010 -0.4081
C 1.303 1.135 4.900 -0.138 -0.396 -0.340 -1.1567
Si 1.027 -0.509 4.002 0.401 -0.139 1.456 0.7269
C -0.294 -1.525 4.899 0.294 0.268 -0.339 -1.0715
C 2.652 -1.491 3.992 -0.388 0.275 -0.086 -1.1197
O 0.615 -0.261 2.456 0.035 -0.274 -0.846 -0.5927
H 1.824 0.976 5.846 -0.017 -0.039 0.037 0.4719
H 0.352 1.628 5.111 -0.027 0.019 0.024 0.2614
H 1.895 1.812 4.283 0.035 -0.007 0.000 0.2884
H -0.078 -1.561 5.969 0.032 0.004 0.024 0.4749
H -0.330 -2.549 4.524 0.004 -0.018 -0.024 0.2323
H -1.281 -1.084 4.758 -0.023 0.024 0.013 0.2679
H 2.896 -1.839 4.997 0.002 -0.003 0.031 0.3884
H 3.475 -0.870 3.635 0.025 0.016 -0.013 0.2860
H 2.574 -2.359 3.335 -0.024 -0.030 -0.005 0.2462
Br -0.234 7.434 4.939 -0.037 -0.061 -0.023 -0.2151
C -0.998 5.811 4.299 0.055 0.101 0.067 -0.1281
C -2.308 5.506 4.630 0.037 -0.033 -0.017 -0.3296
C -2.858 4.325 4.154 -0.055 0.005 0.029 -0.7974
C -2.108 3.465 3.367 0.051 -0.023 -0.053 -0.4479
C -0.790 3.786 3.061 -0.157 -0.214 -0.107 0.5083
C -0.227 4.966 3.526 0.031 -0.004 -0.027 -0.4617
C 0.066 2.850 2.234 0.901 0.553 0.081 -0.3989
O 1.272 3.049 2.144 -0.230 -0.119 -0.053 -0.5886
O -0.610 1.915 1.669 -0.235 -1.658 -0.858 0.1350
H -2.883 6.177 5.253 -0.011 0.017 -0.021 0.4109
H -3.881 4.076 4.404 -0.004 -0.011 -0.002 0.4317
H -2.525 2.542 2.987 -0.023 -0.005 0.030 0.4247
H 0.799 5.202 3.279 0.009 -0.024 0.010 0.5618



80
Properties=species:S:1:pos:R:3:forces:R:3:mulliken_charge:R:1 method="wB97M-V/def2-TZVPD" homo_ha="-0.6106 / -0.6432" largest_force_ha_per_bohr=0.0168 total_charge=+3 spin_multiplicity=5 s2=6.04
Os -1.175 -0.138 -1.330 -0.367 -0.108 0.069 1.7759
C -0.044 -1.446 -3.869 -0.108 -0.077 0.003 -1.1253
N -1.073 -1.668 -2.805 0.178 0.098 0.026 0.0666
C -2.432 -1.679 -3.448 0.085 -0.034 0.021 -0.8968
C -0.844 -2.932 -2.080 -0.122 0.160 -0.215 0.9466
C -0.516 -4.089 -2.751 0.097 -0.098 -0.106 -0.4406
C -0.273 -5.253 -2.031 0.005 -0.002 -0.014 -0.9257
C -0.324 -5.227 -0.644 0.013 -0.003 -0.034 -1.0885
C -0.679 -4.071 0.028 -0.020 0.064 -0.013 -0.9914
C -1.005 -2.913 -0.688 -0.029 0.216 0.270 0.4125
N -1.433 -1.671 -0.160 -0.218 -0.141 -0.089 0.4125
C -2.035 -1.387 1.082 0.232 -0.134 -0.153 0.1607
C -2.167 -2.247 2.179 -0.008 0.025 -0.054 -1.1199
C -2.664 -1.774 3.380 -0.022 0.014 0.048 -1.0422
C -3.052 -0.448 3.519 -0.017 0.039 0.005 -0.9475
C -3.014 0.400 2.415 -0.060 0.049 0.136 -0.3868
C -2.534 -0.072 1.214 -0.107 0.089 -0.144 1.0251
N -2.678 0.685 -0.032 0.223 0.028 -0.066 0.4499
C -3.991 0.298 -0.665 0.038 0.098 0.005 -0.9773
C -2.662 2.161 0.133 -0.081 -0.104 -0.016 -1.7927
H -0.209 -2.125 -4.704 -0.005 -0.022 -0.019 0.5084
H -0.131 -0.426 -4.238 -0.028 0.027 -0.002 0.3039
H 0.947 -1.618 -3.460 0.010 -0.021 0.010 0.4730
H -2.458 -2.438 -4.230 0.012 -0.032 -0.012 0.4042
H -3.188 -1.922 -2.706 -0.009 0.006 0.047 0.3295
H -2.629 -0.707 -3.900 0.016 0.035 -0.004 0.3783
H -0.436 -4.100 -3.832 -0.008 -0.026 0.084 0.4595
H -0.018 -6.165 -2.554 -0.002 0.019 0.012 0.4609
H -0.078 -6.115 -0.076 -0.002 0.006 -0.007 0.4745
H -0.638 -4.075 1.100 -0.063 -0.011 0.107 0.2916
H -1.910 -3.285 2.116 0.058 -0.131 -0.027 0.4824
H -2.755 -2.456 4.217 0.010 0.030 -0.025 0.4853
H -3.431 -0.083 4.465 0.016 -0.023 -0.047 0.5377
H -3.401 1.407 2.503 0.017 -0.066 0.016 0.4418
H -4.807 0.639 -0.026 -0.007 0.018 0.009 0.3863
H -4.079 0.776 -1.641 0.023 -0.004 0.013 0.4003
H -4.053 -0.783 -0.758 0.024 -0.036 0.007 0.3505
H -3.529 2.502 0.699 0.004 -0.008 0.000 0.5311
H -1.754 2.457 0.647 0.059 -0.001 0.040 0.6622
H -2.701 2.622 -0.852 -0.006 -0.020 -0.015 0.3396
C 0.507 4.019 1.642 0.061 0.109 0.257 -1.4177
C 1.381 2.865 2.117 -0.143 -0.418 -0.501 1.2132
C 0.830 2.225 3.383 0.078 0.213 0.224 -1.6710
C 2.839 3.272 2.240 -0.019 0.254 0.158 -1.4005
Sb 1.195 1.232 0.585 0.504 0.220 0.146 -0.1961
C 1.552 2.071 -1.470 -0.126 -0.173 0.196 1.2870
C 0.217 2.581 -2.019 0.162 -0.039 0.024 -0.8938
C 2.088 0.949 -2.350 0.113 0.189 -0.079 -1.4333
C 2.572 3.199 -1.355 0.004 0.038 -0.164 -1.6468
C 2.477 -0.657 1.172 -0.634 0.471 -0.355 1.3152
C 3.796 -0.054 1.592 0.181 -0.229 -0.005 -1.6121
C 1.687 -1.297 2.290 0.199 -0.167 0.072 -1.3341
C 2.563 -1.522 -0.070 0.182 -0.137 0.163 -1.4912
H 0.582 4.821 2.386 0.001 -0.049 -0.045 0.5517
H -0.548 3.752 1.585 -0.017 -0.001 0.010 0.3577
H 0.827 4.443 0.694 -0.004 0.002 -0.041 0.2836
H 0.761 3.001 4.154 0.011 -0.071 -0.025 0.4956
H 1.489 1.447 3.774 -0.023 0.031 -0.011 0.3623
H -0.173 1.811 3.250 0.006 0.009 -0.007 0.3710
H 2.893 4.061 3.001 0.007 -0.032 -0.046 0.5206
H 3.243 3.693 1.319 -0.013 -0.024 0.041 0.2978
H 3.481 2.465 2.580 0.014 -0.009 0.003 0.2909
H -0.527 1.763 -2.214 -0.057 -0.094 -0.062 -0.0952
H 0.376 3.028 -3.006 -0.010 -0.020 0.017 0.5399
H -0.275 3.319 -1.388 -0.005 -0.022 0.032 0.4084
H 1.469 0.052 -2.309 -0.059 -0.039 0.034 0.0449
H 3.109 0.668 -2.091 -0.028 0.034 0.013 0.3564
H 2.104 1.296 -3.390 0.022 -0.014 0.039 0.5684
H 2.230 4.032 -0.746 -0.027 0.022 -0.003 0.3745
H 2.769 3.595 -2.359 -0.010 -0.038 0.050 0.5101
H 3.526 2.844 -0.960 -0.031 -0.002 -0.017 0.3759
H 3.748 0.421 2.569 -0.018 0.006 0.011 0.3635
H 4.219 0.638 0.862 -0.005 -0.020 -0.005 0.3506
H 4.510 -0.886 1.670 -0.010 0.043 0.039 0.5416
H 1.563 -0.642 3.151 -0.016 -0.018 -0.021 0.3086
H 2.256 -2.172 2.632 -0.047 0.040 -0.006 0.5245
H 0.708 -1.645 1.958 0.002 -0.007 -0.012 0.2092
H 3.196 -1.089 -0.841 -0.022 -0.002 0.013 0.3279
H 1.584 -1.767 -0.485 -0.037 -0.019 0.018 0.2245
H 3.031 -2.468 0.233 -0.015 0.044 -0.026 0.6003